The following is a quantum chemistry calculation of a 5-piece molecular cluster, C18H49F3O19P5 overall in a non-equilibrium geometry, from the OMol25 dataset.

Each line ends with the Löwdin charge.
Cartesian coordinates (Å):
F  7.57409  5.21657  0.93362  0.14
C  7.69649  5.09700  -0.40882  -0.52
F  7.16838  6.22209  -0.97108  0.11
F  9.04426  5.11126  -0.69899  0.09
C  7.05015  3.83484  -0.95859  -0.13
O  6.10520  3.36662  -0.06492  -0.11
C  5.28735  2.35879  -0.64835  -0.20
C  4.19458  2.89646  -1.53908  -0.12
C  3.23697  3.85882  -0.83113  -0.48
C  2.96497  5.10881  -1.63189  -0.30
O  1.83615  5.71515  -1.10596  -0.38
P  0.88889  4.60870  -0.09400  0.41
O  1.97420  3.29747  -0.68789  -0.34
H  6.59301  4.11191  -1.90587  0.13
H  7.82171  3.09690  -1.17251  0.13
H  4.84376  1.76407  0.13615  0.13
H  5.93229  1.69866  -1.23339  0.11
H  3.60371  2.04612  -1.86272  0.12
H  4.59947  3.34553  -2.44405  0.10
H  3.68871  4.09689  0.13192  0.12
H  3.82042  5.78179  -1.72585  0.11
H  2.74883  4.74121  -2.64847  0.11
H  0.11120  5.73595  0.40784  -0.06
H  -0.02969  4.44308  -1.18767  -0.04
H  0.14372  3.63874  0.70144  -0.07
H  1.78886  4.79643  1.03409  -0.03
C  -3.84500  0.64472  -3.99817  -0.11
O  -3.38759  1.77736  -3.26225  -0.20
P  -3.11338  1.67745  -1.69756  0.33
O  -2.39472  2.80906  -1.14903  -0.20
O  -2.39179  0.27191  -1.50403  -0.24
C  -1.00705  0.20538  -1.89231  -0.07
O  -4.54292  1.37233  -1.08024  -0.22
C  -4.89739  2.05285  0.14164  -0.08
H  -3.02238  0.25003  -4.59559  0.09
H  -4.22538  -0.14135  -3.34630  0.08
H  -4.64107  0.97226  -4.66446  0.08
H  -0.54221  1.19192  -1.87389  0.09
H  -0.92906  -0.22874  -2.89089  0.08
H  -0.49539  -0.43482  -1.17928  0.09
H  -5.18823  3.07811  -0.07816  0.09
H  -4.06747  2.06044  0.84456  0.08
H  -5.73529  1.51260  0.57501  0.09
C  -0.64531  1.14941  4.70191  -0.08
O  -2.04243  1.25949  4.40452  -0.20
P  -2.94796  -0.01294  4.17631  0.32
O  -4.36799  0.30882  4.08640  -0.22
O  -2.55953  -1.02230  5.35039  -0.22
C  -3.00412  -0.69686  6.66984  -0.10
O  -2.29933  -0.73575  2.93704  -0.20
C  -3.15134  -1.19358  1.86697  -0.06
H  -0.48849  1.37381  5.75736  0.08
H  -0.25893  0.15614  4.47828  0.09
H  -0.11889  1.88301  4.09709  0.10
H  -3.86626  -0.03030  6.64549  0.08
H  -2.19179  -0.22578  7.22523  0.08
H  -3.28547  -1.62366  7.16432  0.08
H  -3.41582  -0.34317  1.24139  0.07
H  -4.05232  -1.67230  2.24312  0.07
H  -2.58578  -1.91033  1.27941  0.09
C  -8.98791  -2.33137  0.32271  -0.09
O  -7.70411  -2.48921  0.93749  -0.20
P  -6.94201  -3.87304  0.91068  0.33
O  -5.55927  -3.77521  1.35576  -0.21
O  -7.14829  -4.43592  -0.56138  -0.22
C  -6.41766  -3.79516  -1.61964  -0.08
O  -7.87463  -4.84500  1.74118  -0.21
C  -7.25967  -5.75294  2.67175  -0.09
H  -8.87120  -1.76594  -0.60121  0.09
H  -9.45794  -3.28963  0.10635  0.09
H  -9.61868  -1.76849  1.00590  0.09
H  -5.53770  -3.27771  -1.23845  0.09
H  -7.06702  -3.08620  -2.13341  0.08
H  -6.10346  -4.56604  -2.31781  0.09
H  -6.97854  -5.22027  3.57803  0.09
H  -6.37803  -6.22155  2.24040  0.09
H  -7.99871  -6.51406  2.90690  0.08
C  8.54459  -2.23819  -1.54684  -0.09
O  7.18513  -1.83868  -1.75136  -0.20
P  6.04315  -2.90465  -2.00243  0.32
O  4.70136  -2.34768  -1.92849  -0.21
O  6.34943  -4.08904  -0.98599  -0.22
C  6.08312  -3.84731  0.40406  -0.08
O  6.43928  -3.57539  -3.38041  -0.21
C  5.39786  -3.82509  -4.34082  -0.09
H  8.79293  -2.12492  -0.49196  0.09
H  8.71812  -3.26891  -1.85260  0.09
H  9.17943  -1.57880  -2.13337  0.09
H  5.35240  -3.04980  0.53497  0.09
H  7.01083  -3.58455  0.91307  0.08
H  5.68772  -4.76563  0.82932  0.09
H  5.13115  -2.89969  -4.84714  0.09
H  4.51422  -4.24219  -3.86344  0.09
H  5.79456  -4.53681  -5.05987  0.08

total charge	-1
Kohn-Sham gap	0.196	hartree

The following is a quantum chemistry calculation of a 12-piece molecular cluster, C18H50N15O22 overall in a non-equilibrium geometry, from the OMol25 dataset.

Each line ends with the Löwdin charge.
Cartesian coordinates (Å):
C  2.06485  0.73257  1.60561  -0.14
C  2.55315  2.14932  0.91499  -0.22
C  1.33070  3.12493  0.42354  -0.20
N  0.41643  3.61472  1.52483  -0.04
N  -0.52473  2.67244  1.90718  0.03
C  -1.67399  2.33734  1.23487  -0.10
N  -2.95834  2.30217  2.08972  0.03
C  -3.98990  1.42172  1.35414  -0.18
C  -4.33010  2.12867  -0.10504  -0.14
C  -2.96937  2.71826  -0.86262  -0.16
N  -1.79602  1.98501  -0.23117  0.01
H  2.94470  -0.06842  1.69898  0.10
H  1.17918  0.28760  0.94044  0.07
H  1.59909  0.94968  2.67717  0.07
H  3.15073  1.83527  -0.06959  0.09
H  3.34831  2.68881  1.62170  0.13
H  1.83467  4.10117  -0.04356  0.14
H  0.75426  2.62074  -0.48408  0.11
H  0.95080  4.00604  2.34201  0.16
H  -0.34465  2.17492  2.83015  0.19
H  -2.73616  1.73157  2.95248  0.14
H  -3.44579  0.39410  1.17787  0.13
H  -4.94793  1.23811  2.02070  0.14
H  -4.87317  1.41368  -0.86138  0.13
H  -5.01780  3.05503  0.11876  0.11
H  -2.83716  3.87730  -0.61473  0.14
H  -2.99715  2.60465  -2.02690  0.13
H  -1.83972  0.95591  -0.40327  0.10
C  5.30876  0.43616  -2.82087  0.02
N  5.24708  1.24373  -1.57285  -0.41
O  4.87496  2.41840  -1.67644  0.04
O  5.57412  0.67563  -0.52431  0.05
H  4.99558  1.05980  -3.66097  0.09
H  6.34177  0.10648  -2.94936  0.11
H  4.63311  -0.41271  -2.69784  0.07
C  -5.49385  4.54375  3.18676  0.04
N  -6.91461  4.19170  2.92028  -0.41
O  -7.55310  3.67585  3.84511  0.04
O  -7.34886  4.44302  1.79006  0.06
H  -5.24855  4.26841  4.21476  0.10
H  -4.87755  3.98417  2.48011  0.06
H  -5.38811  5.62059  3.04028  0.11
C  1.70173  -3.79718  2.69751  0.00
N  1.35191  -2.54231  1.97886  -0.38
O  2.01979  -2.25825  0.97771  0.01
O  0.41670  -1.87769  2.44015  0.03
H  2.53772  -4.27698  2.18401  0.10
H  1.98035  -3.52590  3.71785  0.09
H  0.82014  -4.44126  2.68423  0.09
C  -9.17735  1.61798  5.00155  0.02
N  -9.35320  0.30216  5.67327  -0.43
O  -10.45209  -0.25213  5.55376  0.06
O  -8.38308  -0.13718  6.30175  0.04
H  -10.10570  1.87997  4.48939  0.10
H  -8.94213  2.35335  5.77370  0.10
H  -8.35812  1.51629  4.28689  0.08
C  0.14929  -2.50972  -1.49320  0.05
N  -1.21962  -2.05017  -1.85154  -0.40
O  -1.71385  -1.15118  -1.16117  0.01
O  -1.75955  -2.60502  -2.81578  0.08
H  0.49939  -1.93805  -0.63099  0.07
H  0.08736  -3.57280  -1.25169  0.10
H  0.79237  -2.33556  -2.35826  0.09
C  2.10274  -6.69379  6.29613  0.05
N  1.75292  -5.43892  5.57749  -0.39
O  2.42080  -5.15486  4.57633  0.00
O  0.81771  -4.77430  6.03878  0.07
H  2.93873  -7.17359  5.78264  0.10
H  2.38136  -6.42251  7.31647  0.11
H  1.22115  -7.33787  6.28286  0.11
C  -0.71745  -7.07610  0.76006  0.05
N  0.56984  -6.65485  1.37565  -0.41
O  1.14536  -5.68183  0.87458  0.02
O  0.96638  -7.31298  2.34454  0.07
H  -0.94255  -6.41207  -0.07729  0.09
H  -0.59650  -8.10489  0.41468  0.11
H  -1.48969  -7.00311  1.52851  0.11
C  0.18255  2.08753  -4.17631  0.06
N  1.46984  2.50879  -3.56072  -0.39
O  2.04536  3.48181  -4.06179  0.05
O  1.86638  1.85065  -2.59183  0.03
H  -0.04255  2.75157  -5.01366  0.10
H  0.30350  1.05874  -4.52168  0.07
H  -0.58969  2.16053  -3.40785  0.09
C  5.16570  -4.56847  -3.04560  0.06
N  4.67296  -3.16761  -2.95443  -0.40
O  5.41015  -2.27831  -3.39576  0.02
O  3.55998  -3.00018  -2.44222  0.06
H  6.15192  -4.56617  -3.51481  0.10
H  5.22293  -4.96447  -2.02962  0.11
H  4.45175  -5.13016  -3.65140  0.11
C  3.47767  -1.21742  -5.56168  0.05
N  2.04329  -1.61238  -5.56996  -0.40
O  1.27615  -0.97425  -4.83965  0.03
O  1.72789  -2.55205  -6.30933  0.08
H  3.61014  -0.38245  -4.87028  0.08
H  4.05623  -2.08401  -5.23516  0.08
H  3.74402  -0.92204  -6.57855  0.11
C  2.40274  6.45639  -4.43748  0.02
N  2.05292  7.71125  -5.15613  -0.43
O  2.72080  7.99531  -6.15728  0.06
O  1.11771  8.37588  -4.69483  0.05
H  3.23873  5.97658  -4.95098  0.10
H  2.68136  6.72767  -3.41714  0.10
H  1.52115  5.81231  -4.45075  0.08

total charge	+1
Kohn-Sham gap	0.291	hartree

The following is a quantum chemistry calculation of a 6-piece molecular cluster, C18H50N4O6 overall in a non-equilibrium geometry, from the OMol25 dataset.

Each line ends with the Löwdin charge.
Cartesian coordinates (Å):
C  -0.22300  3.10420  1.77346  -0.05
C  -1.55210  3.35169  0.93476  -0.35
C  -1.37290  4.76764  0.28069  -0.16
O  -2.54179  5.08189  -0.53999  -0.20
C  -2.33746  6.17187  -1.38217  -0.15
N  -1.78012  2.25077  -0.03825  0.03
H  -0.24746  2.36641  2.55770  0.06
H  0.05343  4.06853  2.22349  0.08
H  0.57289  2.72046  1.13408  0.05
H  -2.42443  3.34214  1.60613  0.13
H  -0.49081  4.78126  -0.36034  0.11
H  -1.34155  5.48075  1.09765  0.12
H  -3.20749  6.21862  -2.04120  0.09
H  -1.44069  6.07620  -2.01757  0.08
H  -2.24108  7.14481  -0.87061  0.09
H  -0.94701  2.13311  -0.57703  0.03
H  -2.53025  2.44778  -0.71308  0.09
C  -4.62228  -2.71413  -1.48540  -0.08
C  -3.55182  -2.31979  -0.53867  -0.42
C  -3.95641  -2.66908  0.90535  -0.23
O  -5.15558  -2.05451  1.26360  -0.19
C  -5.53346  -2.24699  2.61202  -0.10
N  -2.19639  -2.93881  -0.80434  0.03
H  -5.50151  -2.16760  -1.11159  0.09
H  -4.78210  -3.79170  -1.57955  0.09
H  -4.47161  -2.35413  -2.51034  0.08
H  -3.40848  -1.25051  -0.63542  0.13
H  -3.09726  -2.36944  1.51103  0.11
H  -4.01613  -3.73527  1.15606  0.13
H  -4.78213  -1.84074  3.28922  0.09
H  -5.70102  -3.32262  2.79842  0.09
H  -6.44377  -1.67125  2.75466  0.09
H  -2.35503  -3.94979  -0.92600  0.08
H  -1.92690  -2.66539  -1.74854  0.08
C  0.47228  -0.67565  0.27943  -0.49
O  1.22209  0.26137  0.02090  -0.03
N  0.89788  -2.03367  0.39754  0.18
N  -0.95442  -0.48959  0.53129  0.16
H  0.30574  -2.76073  0.74286  0.08
H  1.87832  -2.26750  0.35372  0.05
H  -1.33620  0.45721  0.50380  0.04
H  -1.45589  -1.31544  0.28017  0.00
C  1.90950  -5.48243  -0.48985  -0.05
C  3.05066  -4.59128  -0.87542  -0.49
C  2.86753  -3.79377  -2.16892  -0.04
O  3.25789  -3.62780  0.16110  -0.09
H  2.09641  -5.92658  0.48941  0.08
H  1.84540  -6.31012  -1.21234  0.09
H  0.97282  -4.92769  -0.50605  0.07
H  3.95728  -5.18967  -0.94783  0.13
H  2.17886  -2.96278  -1.99934  0.07
H  2.56146  -4.41882  -3.00056  0.07
H  3.85150  -3.37769  -2.44191  0.08
H  4.12764  -3.26719  -0.04861  0.10
C  3.19475  1.10790  2.83324  -0.05
C  4.08231  -0.03544  2.33306  -0.48
C  3.77834  -1.35837  3.00390  -0.06
O  3.94888  -0.26583  0.92443  -0.09
H  3.30016  1.15189  3.92933  0.08
H  2.13188  0.90744  2.61461  0.07
H  3.46321  2.07979  2.38099  0.09
H  5.13357  0.20987  2.47041  0.13
H  4.16047  -2.14485  2.37134  0.06
H  2.70180  -1.44086  3.07345  0.08
H  4.23461  -1.51167  3.97124  0.07
H  3.03578  -0.00851  0.61695  0.05
C  0.75674  3.77736  -3.38227  -0.03
C  1.57882  2.69699  -2.64016  -0.46
C  2.50238  3.14593  -1.50930  -0.05
O  0.66904  1.76885  -2.01195  -0.12
H  1.41390  4.60854  -3.64897  0.07
H  -0.04017  4.23180  -2.79843  0.05
H  0.40679  3.31968  -4.30007  0.07
H  2.15006  2.04598  -3.32113  0.13
H  1.86573  3.56053  -0.71279  0.07
H  3.19444  3.94264  -1.77472  0.08
H  2.99260  2.22893  -1.14068  0.08
H  1.19084  1.23488  -1.37012  0.03

energy above the lowest of the compared OMol25 structures with the same formula, charge and spin	0.0	kcal per mole
SMILES string	COC[C@H](C)N.COC[C@H](C)N.NC(N)=O.CC(C)O.CC(C)O.CC(C)O
Kohn-Sham gap	0.359	hartree

> Which of these has the highest Kohn-Sham gap?

C18H50N4O6